{"formula": "C5H11N2", "method": "ωB97M-V/def2-TZVPD", "symbols": ["C", "N", "C", "C", "C", "C", "N", "H", "H", "H", "H", "H", "H", "H", "H", "H", "H", "H"], "positions_angstrom": [[-1.46126, 0.78078, -2.01365], [-0.52246, 0.06875, -1.53257], [0.68812, 0.85222, -1.29494], [1.04518, 1.13847, -0.02959], [1.38192, -0.05659, 0.85148], [0.09316, -0.60785, 1.62246], [-0.79625, -1.48047, 0.61442], [-1.40505, 1.18716, -3.05131], [-2.27854, 1.15224, -1.46430], [1.13695, 1.42321, -2.06470], [1.46154, 2.03269, 0.31090], [1.91226, 0.33350, 1.75027], [1.97932, -0.94957, 0.65805], [0.33420, -1.20942, 2.43620], [-0.67646, 0.14682, 1.91982], [-0.29647, -2.33549, 0.58017], [-0.85366, -0.84829, -0.33761], [-1.74250, -1.62818, 1.04489]], "forces_ev_per_a": [[1.12, 0.12, -2.95], [0.44, 0.44, 2.42], [-0.14, 0.80, -0.23], [1.19, -4.03, -0.91], [-3.05, 0.32, 4.57], [-1.74, 1.15, -2.98], [-0.41, 2.01, 1.94], [0.49, 0.58, 0.81], [-1.99, -1.01, 0.71], [-0.59, 0.94, -1.21], [1.24, 1.33, -0.41], [-0.03, 0.08, -0.64], [0.01, 0.41, -1.44], [0.39, -1.16, 1.34], [1.26, -0.14, -0.03], [0.13, -1.24, -0.75], [0.48, -0.53, 0.36], [1.20, -0.05, -0.59]], "relative_energy_ev": 4.878, "total_charge": 1, "homo_ev": -12.608, "gap_ev": 8.1, "largest_force_ev_per_a": 5.51, "energy_ev": -8332.241, "smiles": "C=N/C=C\\CC[NH3+]"}

***

{"formula": "C5H11N2", "method": "ωB97M-V/def2-TZVPD", "symbols": ["C", "N", "C", "C", "C", "C", "N", "H", "H", "H", "H", "H", "H", "H", "H", "H", "H", "H"], "positions_angstrom": [[-2.01197, -1.46468, -1.42018], [-1.12662, -0.78144, -0.81525], [-1.54819, 0.27749, 0.09299], [-0.78317, 1.11184, 0.82021], [0.66168, 1.42608, 0.71645], [1.64690, 0.20706, 0.82066], [1.45115, -0.67727, -0.40425], [-2.93349, -1.81434, -0.94202], [-1.76887, -1.85101, -2.44974], [-2.65808, 0.28580, 0.27634], [-1.16549, 1.77800, 1.68866], [0.94439, 2.13709, 1.51979], [0.90603, 1.77819, -0.34457], [2.76220, 0.46489, 0.96498], [1.39114, -0.44331, 1.63762], [1.83461, -0.13468, -1.22204], [0.42152, -0.78311, -0.56036], [1.97626, -1.51661, -0.37929]], "forces_ev_per_a": [[0.58, -1.19, -0.67], [-0.43, 3.04, -0.24], [-1.56, -1.53, 1.64], [-0.58, 0.73, 1.20], [2.46, -1.00, -1.37], [0.79, -0.02, 0.34], [1.80, 3.13, -0.50], [-0.39, 0.91, -0.36], [-0.07, -0.23, 1.36], [1.15, 0.03, -0.11], [-0.48, -1.36, -2.07], [-0.01, -0.21, -0.96], [-0.43, 0.50, 1.50], [-1.86, -0.14, -0.60], [-0.18, -0.12, 0.58], [-0.64, -0.74, 0.74], [-0.56, -0.57, -0.76], [0.41, -1.24, 0.29]], "relative_energy_ev": 2.152, "total_charge": 1, "homo_ev": -13.120, "gap_ev": 9.2, "largest_force_ev_per_a": 3.65, "energy_ev": -8334.967, "smiles": "C=N/C=C\\CC[NH3+]"}

***

{"formula": "C5H11N2O", "method": "ωB97M-V/def2-TZVPD", "symbols": ["C", "O", "C", "C", "C", "C", "N", "N", "H", "H", "H", "H", "H", "H", "H", "H", "H", "H", "H"], "positions_angstrom": [[0.24731, 0.25511, -2.34214], [0.87128, 1.32356, -1.57787], [-1.07699, -0.39249, -1.85581], [-0.06900, -0.33602, 3.03136], [0.20243, 0.57005, 1.96924], [1.56104, 0.34281, 2.27165], [-0.39221, 0.97574, 0.92111], [-1.31811, -1.59385, -2.62043], [0.15107, 0.58480, -3.38081], [0.91973, -0.61183, -2.36070], [-0.89654, -0.69878, -0.81978], [0.34790, -0.22250, 4.02496], [-0.35400, -1.34924, 2.77932], [2.11747, 0.68032, 3.13427], [2.05848, -0.43370, 1.69501], [0.77509, 1.12721, -0.63174], [-1.37511, 0.70778, 0.96446], [-1.94802, -1.36473, -3.39204], [-1.82184, 0.43576, -1.81005]], "forces_ev_per_a": [[0.59, -0.64, 0.42], [-0.10, 0.00, -0.29], [0.60, 0.04, -0.52], [2.33, -0.68, 0.39], [-1.64, 1.78, -1.40], [0.06, -2.36, 0.87], [0.31, -0.11, 1.14], [-0.59, 0.33, 0.07], [-0.12, 0.23, 0.14], [0.17, 0.12, -0.14], [0.04, 0.09, 0.39], [-0.77, 0.45, 0.19], [-0.07, -0.02, -0.12], [-0.26, 0.40, -0.05], [0.10, 0.45, -0.29], [-0.43, 0.05, -0.47], [-0.02, 0.13, -0.22], [0.07, 0.06, 0.02], [-0.28, -0.31, -0.12]], "relative_energy_ev": 4.385, "total_charge": -1, "homo_ev": -1.019, "gap_ev": 4.0, "largest_force_ev_per_a": 2.80, "energy_ev": -10386.153}

***

{"formula": "C5H11N2O", "method": "ωB97M-V/def2-TZVPD", "symbols": ["C", "C", "C", "C", "C", "N", "N", "O", "H", "H", "H", "H", "H", "H", "H", "H", "H", "H", "H"], "positions_angstrom": [[-0.19210, 0.94302, -0.46465], [1.01468, 1.65944, 0.23677], [-0.40343, -0.45838, -0.00219], [-0.07368, -1.44544, -1.01634], [-0.97849, -0.62787, 1.43276], [2.13418, 0.82507, 0.02688], [2.05565, -0.37975, 0.73175], [2.57544, -1.31055, -0.00366], [-1.19301, 1.45260, -0.43997], [0.15372, 0.94350, -1.59733], [1.06048, 2.69017, -0.19337], [0.69182, 1.97304, 1.31732], [-0.90144, -2.18342, -1.01318], [0.89609, -1.98009, -1.00822], [-0.18263, -1.00047, -1.96390], [-0.72011, -1.53584, 1.77684], [-2.12921, -0.67714, 1.55715], [-0.70945, 0.10039, 2.16314], [2.42725, 0.51295, -0.96121]], "forces_ev_per_a": [[-0.31, 0.01, -1.55], [-2.76, 1.74, 0.30], [1.01, 2.04, 1.74], [-1.79, -2.12, 0.87], [-2.33, 1.45, -2.98], [1.96, -0.22, -0.33], [-0.41, -1.01, -1.08], [-0.03, 0.62, 0.88], [0.85, 0.44, 0.18], [-0.91, -0.01, 1.96], [0.72, -0.72, -0.19], [1.21, -1.41, -1.36], [0.43, -0.51, -0.07], [0.20, 0.22, 0.51], [0.10, 0.64, -1.41], [1.32, -3.28, 1.42], [0.93, 0.30, -0.68], [0.74, 0.79, 0.26], [-0.96, 1.05, 1.53]], "relative_energy_ev": 4.179, "total_charge": -1, "homo_ev": [-1.729, -1.007], "gap_ev": [6.0, 5.2], "largest_force_ev_per_a": 4.05, "energy_ev": -10386.359}

***

{"formula": "C5H11N2O", "method": "ωB97M-V/def2-TZVPD", "symbols": ["C", "C", "N", "C", "C", "N", "C", "O", "H", "H", "H", "H", "H", "H", "H", "H", "H", "H", "H"], "positions_angstrom": [[-0.46391, 2.01631, -1.89907], [-0.14770, 1.25538, -0.80863], [0.70567, 1.78986, 0.16015], [-0.76588, -0.01724, -0.46358], [0.25218, -1.13935, -0.03138], [-0.18960, -2.41580, -0.58997], [0.23592, -1.25499, 1.56374], [0.27772, 0.07435, 1.99673], [-0.29406, 3.02805, -2.05899], [-1.01543, 1.58264, -2.70962], [0.88827, 1.01481, 0.96818], [0.93189, 2.80679, 0.17902], [-1.37900, -0.36867, -1.36530], [-1.26935, 0.31160, 0.34701], [1.13663, -0.72044, -0.37830], [-0.76625, -2.30303, -1.50309], [0.63020, -3.06066, -0.61827], [-0.56313, -1.90431, 1.98498], [1.20234, -1.76068, 2.02281]], "forces_ev_per_a": [[-0.88, -2.44, -0.04], [1.97, 4.18, -0.44], [0.03, -1.14, 0.16], [1.47, -2.56, -3.19], [-3.56, -0.62, 1.84], [-0.10, -0.47, -1.81], [2.53, 1.77, 0.28], [-0.16, -1.05, 0.43], [0.94, 1.70, 0.21], [-0.56, -0.40, -0.17], [-0.93, 1.55, -0.02], [-0.32, -1.66, -0.25], [0.48, 0.47, 1.42], [-2.54, 0.19, 2.78], [2.33, -0.08, -0.52], [2.02, -0.55, 1.91], [-1.31, 0.55, -0.64], [-0.31, 0.45, -0.64], [-1.08, 0.11, -1.30]], "relative_energy_ev": 1.373, "total_charge": -1, "homo_ev": -2.923, "gap_ev": 7.1, "largest_force_ev_per_a": 4.65, "energy_ev": -10389.165, "smiles": "C=C(N)C[C@H](N)C[O-]"}

***

{"formula": "C5H11N2O", "method": "ωB97M-V/def2-TZVPD", "symbols": ["C", "C", "C", "N", "C", "N", "C", "O", "H", "H", "H", "H", "H", "H", "H", "H", "H", "H", "H"], "positions_angstrom": [[1.18592, -0.58767, 1.22092], [0.54115, 0.06005, 0.04296], [1.35583, 0.62888, -1.10376], [-0.36087, 1.48461, 0.48577], [-1.58047, 1.21544, 0.18105], [-1.88428, 0.04875, -0.33937], [-0.68381, -0.74333, -0.55365], [-1.06709, -2.02583, -0.05037], [0.34912, -1.01615, 1.78262], [1.73134, -0.06858, 1.93070], [1.72078, -1.37979, 0.76480], [0.75594, 0.74441, -1.95050], [1.96680, -0.20810, -1.46269], [2.04429, 1.46203, -0.85511], [-0.21316, 2.35871, 1.02259], [-2.44733, 1.82380, 0.16565], [-2.55065, -0.61765, 0.12061], [-0.60633, -0.71220, -1.67241], [-0.25716, -2.46736, 0.27020]], "forces_ev_per_a": [[-2.74, -0.88, -0.78], [-1.23, 3.10, -0.07], [1.89, -1.49, 1.22], [-0.03, -1.24, 0.09], [-0.95, 0.28, 0.17], [0.38, -2.36, 0.44], [-0.44, -0.36, -1.12], [1.87, 0.95, -0.02], [0.23, -0.25, 0.17], [1.44, 1.48, 0.72], [1.02, -1.01, -0.01], [-1.11, 1.18, -1.15], [0.43, 0.00, 0.26], [-0.73, -0.45, -0.15], [0.64, -0.85, -0.70], [-0.37, 1.45, 1.04], [-0.17, 1.44, -0.77], [0.51, -0.84, 0.87], [-0.63, -0.15, -0.22]], "relative_energy_ev": 2.468, "total_charge": 1, "homo_ev": -14.963, "gap_ev": 11.5, "largest_force_ev_per_a": 3.34, "energy_ev": -10383.137, "smiles": "CC1(C)NC=[NH+][C@@H]1O"}